[1]
Formula: CH3BrOS
Source: the OMol25 dataset
Level of theory: ωB97M-V/def2-TZVPD

Positions of all 7 atoms, in Å:
1 C -0.480 -0.447 0.493
2 O 2.237 -0.042 -0.843
3 S 0.457 1.084 0.324
4 Br -0.429 1.909 -1.415
5 H -0.178 -1.071 1.348
6 H -0.097 -0.853 -0.375
7 H -1.510 -0.579 0.469

## Properties
energy relative to the best compared isomer or geometry (same formula, charge and spin) = 115.9 kcal/mol
gap between HOMO and LUMO (alpha / beta) = 8.37 / 8.22 eV
HOMO level (alpha / beta) = -10.0 / -10.0 eV
net charge = 0

[2]
Formula: CH3BrP2
Source: the OMol25 dataset
Level of theory: ωB97M-V/def2-TZVPD

Positions of all 7 atoms, in Å:
1 C 0.085 -0.316 0.467
2 P -1.421 0.165 -0.101
3 P 1.727 0.447 0.174
4 Br -4.383 -0.133 -0.170
5 H 0.362 -1.176 0.897
6 H 2.361 -0.529 -0.648
7 H 1.269 1.542 -0.620

## Properties
energy relative to the best compared isomer or geometry (same formula, charge and spin) = 56.8 kcal/mol
gap between HOMO and LUMO (alpha / beta) = 6.31 / 6.31 eV
HOMO level (alpha / beta) = -9.1 / -9.1 eV
net charge = 0

[3]
Formula: CH3CeMgO2
Source: the OMol25 dataset
Level of theory: ωB97M-V/def2-TZVPD

Positions of all 8 atoms, in Å:
1 O 1.086 1.148 -1.858
2 C 0.221 1.768 -0.974
3 O -0.108 0.877 0.057
4 H -0.704 2.123 -1.485
5 H 0.693 2.648 -0.482
6 Mg 1.071 -0.587 -0.961
7 Ce -1.101 -0.794 1.388
8 H 2.420 -2.405 -1.457

## Properties
multiplicity = 2
gap between HOMO and LUMO (alpha / beta) = 5.67 / 5.63 eV
HOMO level (alpha / beta) = -7.1 / -6.5 eV
net charge = 0

[4]
Formula: CH3Cl2N2O5S2
Source: the OMol25 dataset
Level of theory: ωB97M-V/def2-TZVPD

Positions of all 15 atoms, in Å:
1 C 1.715 0.303 -1.117
2 N 0.467 -0.528 1.438
3 N 0.539 0.861 -0.863
4 O -1.984 0.255 -1.691
5 O 0.442 1.884 1.407
6 O -1.509 0.695 0.586
7 O -3.487 -0.468 0.145
8 O -1.433 -1.596 -0.213
9 S 0.092 0.817 0.588
10 S -2.185 -0.405 -0.465
11 Cl 3.064 0.587 0.099
12 Cl 1.659 -1.460 -1.367
13 H 2.283 0.629 -1.952
14 H 0.539 -0.426 2.391
15 H -0.202 -1.147 1.014

## Properties
gap between HOMO and LUMO = 9.52 eV
HOMO level = -6.3 eV
net charge = -1